(1)
Density functional theory data (wB97M-V/def2-TZVPD) for C5H8INO2 as an isolated structure.

Values from the calculation:
LUMO energy ... -0.45 eV
Energy above the lowest of the compared OMol25 structures with the same formula, charge and spin ... 145.7 kcal per mole
Gap between HOMO and LUMO ... 0.2786 Eh
Maximum force ... 4.4 eV/Å
HOMO level ... -0.295 hartree

Last column: natural (NBO) charge in e.
Positions of all 17 atoms, in Å:
C (-1.640907, -0.685632, 0.435126)  -0.73
H (1.295749, 2.679825, 0.304942)  0.19
C (-0.199124, -1.518293, -2.382428)  -0.64
H (1.052144, 0.031781, -1.174826)  0.26
C (-0.532831, -0.220267, -0.279411)  0.49
H (-1.108582, -1.213783, -2.919716)  0.24
H (-2.238752, -1.155109, -0.295663)  0.26
H (-0.267356, -2.502584, -1.870793)  0.23
N (1.784164, 1.908298, 2.246795)  0.00
O (0.153543, 1.098340, 0.855282)  -0.69
C (0.239100, -0.635130, -1.222361)  -0.30
H (0.660745, -1.468072, -3.215203)  0.24
C (1.119754, 1.993264, 1.152018)  0.32
O (2.422107, 2.760181, 2.864030)  -0.45
H (-2.386666, 0.062124, 0.826959)  0.27
H (-1.296271, -1.406716, 1.173947)  0.26
I (0.943182, 0.271771, 3.501305)  0.06

Cartesian forces, eV/Å:
C -2.15 0.95 1.96
H 0.58 0.21 1.19
C 2.60 -0.19 -0.76
H 1.76 0.11 -0.89
C 2.02 1.85 1.47
H 0.13 -0.09 0.69
H -0.67 -1.19 -1.06
H -0.16 0.15 -1.25
N -0.89 0.07 1.15
O -0.86 -0.80 -0.04
C -0.88 1.54 -1.15
H -1.87 -0.57 2.01
C -1.72 -1.96 -3.50
O 0.89 0.32 -0.14
H 1.30 -0.46 0.04
H -0.37 0.12 0.31
I 0.28 -0.04 -0.02


(2)
Density functional theory data (wB97M-V/def2-TZVPD) for one molecule with the formula C5H8INS.

Values from the calculation:
LUMO energy ... 0.11 eV
Energy above the lowest of the compared OMol25 structures with the same formula, charge and spin ... 0.0 kcal per mole
Gap between HOMO and LUMO ... 0.3319 Eh
Maximum force ... 1.1 eV/Å
Structure (SMILES) ... C=N/C(I)=C/[C@@H](C)S
HOMO level ... -0.328 hartree

Last column: natural (NBO) charge in e.
Positions of all 16 atoms, in Å:
N (-1.198013, 1.281660, -2.002859)  -0.44
H (-0.782892, -1.438379, 0.967647)  0.23
H (2.049955, -0.366874, 1.451027)  0.21
I (-2.687281, -1.041860, -1.131137)  0.13
S (-0.577347, 0.346324, 2.565938)  -0.05
H (-0.504647, 2.535074, -3.401808)  0.18
C (-1.059826, 0.320408, -1.047092)  0.06
C (-0.056459, -0.629018, 1.065895)  -0.33
H (0.636967, 1.057361, -0.127495)  0.22
C (1.347289, -1.177850, 1.270493)  -0.61
H (1.372388, -1.854091, 2.122072)  0.21
C (-0.125078, 0.287233, -0.096387)  -0.28
C (-0.269536, 1.734548, -2.716339)  -0.01
H (1.661838, -1.725601, 0.383654)  0.21
H (0.758779, 1.365356, -2.699436)  0.15
H (-0.566138, -0.694291, 3.395830)  0.12

Cartesian forces, eV/Å:
N -0.66 0.78 -0.41
H 0.12 0.11 -0.09
H 0.06 0.04 0.02
I 0.34 0.17 0.08
S -0.02 0.05 -0.49
H 0.02 0.20 -0.13
C 0.10 -0.84 0.56
C -0.13 -0.08 0.63
H 0.04 0.18 -0.06
C -0.09 -0.07 -0.09
H 0.05 -0.02 0.05
C -0.30 0.04 -0.17
C 0.34 -0.14 -0.10
H 0.07 -0.09 -0.08
H 0.03 -0.15 0.07
H 0.04 -0.18 0.19


(3)
Density functional theory data (wB97M-V/def2-TZVPD) for C5H8LiNaO3 as an isolated structure.

Values from the calculation:
LUMO energy ... -7.09 eV
Energy above the lowest of the compared OMol25 structures with the same formula, charge and spin ... 0.0 kcal per mole
Gap between HOMO and LUMO ... 0.3858 Eh
Total charge ... +2
Maximum force ... 2.1 eV/Å
HOMO level ... -0.646 hartree

Last column: natural (NBO) charge in e.
Positions of all 18 atoms, in Å:
C (2.541844, -1.879053, -0.180822)  -0.65
H (2.078160, -2.865286, -0.315634)  0.23
O (-0.619384, 0.887948, -0.385076)  -0.74
H (1.922865, 0.174826, 0.204165)  0.21
O (-1.070933, -0.252977, -2.265635)  -0.71
H (3.194938, -1.916696, 0.699494)  0.27
O (0.693758, -0.757476, -1.178609)  -0.54
H (3.158819, -1.646955, -1.059144)  0.23
H (-2.877465, 1.249878, 3.360309)  0.28
C (-2.855130, 2.084203, 2.673212)  -0.26
H (-2.846011, 3.841280, 1.240887)  0.28
Na (0.403265, -1.820255, -3.363324)  0.99
H (0.818468, -1.064784, 0.869136)  0.20
C (-0.308237, 0.084907, -1.241704)  1.04
C (1.494993, -0.821839, 0.040954)  -0.07
H (-1.978451, 0.126189, -2.170037)  0.55
Li (-0.824276, 1.668322, 1.291127)  0.96
C (-2.927225, 2.907776, 1.780693)  -0.27

Cartesian forces, eV/Å:
C 0.09 -0.15 -0.04
H 0.15 0.21 0.12
O 0.26 0.16 -0.30
H -0.01 -0.26 -0.07
O -0.85 0.43 -0.58
H -0.12 -0.07 -0.24
O 0.07 0.14 -0.82
H -0.08 0.00 0.28
H -0.13 0.46 -0.11
C -0.01 0.02 -1.11
H -0.37 -0.46 -0.06
Na 0.04 -0.17 -0.16
H 0.08 -0.03 -0.23
C -0.72 -0.82 1.81
C 0.44 0.40 0.48
H 0.77 -0.03 -0.27
Li -0.38 0.28 0.07
C 0.78 -0.12 1.22


(4)
Density functional theory data (wB97M-V/def2-TZVPD) for a 2-piece molecular cluster, C5H8N overall.

Values from the calculation:
LUMO energy (alpha / beta) ... -5.80 / -5.96 eV
Energy above the lowest of the compared OMol25 structures with the same formula, charge and spin ... 212.1 kcal per mole
Gap between HOMO and LUMO (alpha / beta) ... 0.2737 / 0.2773 Eh
Total charge ... +1
Maximum force ... 3.6 eV/Å
HOMO level (alpha / beta) ... -0.487 / -0.496 hartree

Last column: natural (NBO) charge in e.
Positions of all 14 atoms, in Å:
H (-0.916654, -0.224391, -0.740459)  0.46
C (0.719356, 2.591975, -0.040447)  -0.34
C (-0.276778, -2.101855, -0.121660)  -0.44
H (1.630914, 2.827947, -0.557450)  0.21
C (2.227638, -0.439901, -0.489291)  -0.53
C (1.023360, -0.015265, -0.309164)  0.27
H (-0.017025, -2.434052, -1.126424)  0.25
H (-1.271444, -2.465000, 0.130133)  0.25
H (-0.206203, 2.666236, -0.577190)  0.19
H (0.727338, 2.588193, 1.030302)  0.20
H (0.447100, -2.519044, 0.579193)  0.25
C (3.458973, -0.754866, -0.317107)  0.33
N (-0.246053, -0.614281, -0.059129)  -0.57
H (-0.569985, -0.312636, 0.876535)  0.47

Cartesian forces, eV/Å:
H 0.15 -0.02 0.29
C 0.31 -2.01 -0.38
C 0.00 -1.18 -0.08
H 0.16 0.03 -0.10
C -1.71 -0.41 0.16
C 0.91 3.47 0.16
H 0.01 0.22 0.06
H -0.03 0.19 0.01
H -0.25 0.16 -0.07
H -0.06 0.06 0.33
H -0.04 0.27 -0.03
C 0.95 -0.21 0.00
N -0.54 -0.65 0.06
H 0.15 0.09 -0.40


(5)
Density functional theory data (wB97M-V/def2-TZVPD) for C5H8N as an isolated structure.

Values from the calculation:
LUMO energy ... -3.21 eV
Energy above the lowest of the compared OMol25 structures with the same formula, charge and spin ... 84.0 kcal per mole
Gap between HOMO and LUMO ... 0.4645 Eh
Total charge ... +1
Maximum force ... 1.6 eV/Å
HOMO level ... -0.582 hartree

Last column: natural (NBO) charge in e.
Positions of all 14 atoms, in Å:
H (0.520365, 1.838764, -0.900184)  0.23
H (-2.273782, 0.332270, 0.874354)  0.25
H (0.915650, -1.458924, 1.545643)  0.29
C (0.523443, 1.224958, 0.000232)  -0.17
H (-2.272009, 0.302030, -0.890744)  0.25
H (0.918092, -1.454362, -1.548870)  0.29
C (0.701661, -0.817847, -0.719398)  -0.06
C (-1.849119, -0.157341, 0.000381)  -0.64
C (0.701923, -0.818371, 0.719084)  -0.06
H (0.519556, 1.838889, 0.900688)  0.23
C (-0.373320, -0.013919, -0.000070)  0.03
H (-2.127313, -1.207988, 0.017906)  0.25
N (1.540355, 0.158847, 0.000555)  -0.33
H (2.554500, 0.232989, 0.000425)  0.46

Cartesian forces, eV/Å:
H 0.11 -0.11 -0.03
H -0.02 -0.02 0.04
H 0.15 -0.17 0.24
C -0.72 0.83 0.01
H -0.02 -0.01 -0.04
H 0.14 -0.17 -0.22
C -0.47 -0.37 0.34
C 0.03 -0.06 -0.01
C -0.49 -0.37 -0.36
H 0.11 -0.11 0.03
C -0.19 0.18 0.00
H -0.09 -0.07 0.00
N 1.49 0.67 0.00
H -0.02 -0.22 0.00


(6)
Density functional theory data (wB97M-V/def2-TZVPD) for an isolated ion of composition C5H8N and charge +1.

Values from the calculation:
LUMO energy ... -5.25 eV
Energy above the lowest of the compared OMol25 structures with the same formula, charge and spin ... 88.4 kcal per mole
Gap between HOMO and LUMO ... 0.3466 Eh
Total charge ... +1
Maximum force ... 4.9 eV/Å
Structure (SMILES) ... C=[N+]1C/C1=C/C
HOMO level ... -0.540 hartree

Last column: natural (NBO) charge in e.
Positions of all 14 atoms, in Å:
N (1.205335, 0.249616, -0.076612)  -0.25
H (2.041846, -1.437817, 1.035667)  0.25
H (-2.193944, 0.616125, -0.895930)  0.25
H (1.865900, -1.826239, -0.732438)  0.26
C (-1.234060, -0.685341, 0.282596)  -0.04
H (-3.240193, 0.068173, 0.471372)  0.26
C (1.434325, -1.178965, 0.183208)  -0.22
C (0.103364, -0.587036, 0.288088)  0.09
C (1.735656, 1.265087, -0.551314)  0.11
H (2.815079, 1.267258, -0.719173)  0.22
H (-2.104740, 1.258165, 0.675905)  0.25
H (1.288008, 2.270439, -0.670595)  0.24
H (-1.513943, -1.692934, 0.556017)  0.25
C (-2.202628, 0.413474, 0.153215)  -0.67

Cartesian forces, eV/Å:
N -1.57 -1.48 0.48
H -0.13 0.35 0.57
H -0.53 0.55 -0.85
H -1.56 1.64 1.77
C 2.28 0.17 1.53
H 1.27 0.16 -0.79
C 1.64 -1.83 -2.12
C -0.50 -0.01 -0.84
C 1.62 2.53 -0.13
H -0.19 -0.36 -0.16
H 1.34 3.25 2.07
H -0.48 -1.00 0.05
H -0.49 -0.12 -0.25
C -2.69 -3.85 -1.33


(7)
Density functional theory data (wB97M-V/def2-TZVPD) for C5H8N as an isolated structure.

Values from the calculation:
LUMO energy ... -4.95 eV
Energy above the lowest of the compared OMol25 structures with the same formula, charge and spin ... 130.6 kcal per mole
Gap between HOMO and LUMO ... 0.3410 Eh
Total charge ... +1
Maximum force ... 4.3 eV/Å
HOMO level ... -0.523 hartree

Last column: natural (NBO) charge in e.
Positions of all 14 atoms, in Å:
H (2.814525, -0.599837, 0.124059)  0.29
H (-1.441666, 0.156201, 1.502194)  0.28
C (1.784608, -0.764847, 0.487811)  -0.71
C (-1.464428, 0.558921, -1.085008)  -0.37
H (1.552930, -0.294879, 1.444919)  0.25
H (1.090170, -0.690249, -1.498116)  0.23
C (-1.844271, 1.522971, -0.102125)  0.24
H (-0.159618, 1.276570, 1.455894)  0.28
N (-0.318626, 0.062257, -0.320129)  -0.26
H (1.869044, -1.895304, 0.583145)  0.30
C (0.766520, -0.537046, -0.505552)  0.29
H (-1.347168, 0.560801, -2.117049)  0.27
H (-2.343842, -0.110196, -0.791671)  0.31
C (-0.958179, 0.754638, 0.821628)  -0.39

Cartesian forces, eV/Å:
H -0.59 0.65 0.03
H -1.43 -1.73 1.42
C 0.85 -1.88 0.94
C -0.11 -1.65 -0.05
H 0.35 -0.26 -0.03
H -0.27 -0.67 -1.37
C -0.80 1.20 0.83
H -1.29 -0.08 -0.93
N -1.44 -0.71 1.02
H -0.45 1.00 0.34
C 1.44 0.90 -0.50
H -0.19 0.52 -1.96
H 0.40 0.31 -0.50
C 3.53 2.39 0.76


(8)
Density functional theory data (wB97M-V/def2-TZVPD) for an isolated ion of composition C5H8N and charge +1.

Values from the calculation:
LUMO energy (alpha / beta) ... -6.07 / -6.17 eV
Energy above the lowest of the compared OMol25 structures with the same formula, charge and spin ... 215.7 kcal per mole
Gap between HOMO and LUMO (alpha / beta) ... 0.2597 / 0.2474 Eh
Total charge ... +1
Maximum force ... 3.6 eV/Å
HOMO level (alpha / beta) ... -0.483 / -0.474 hartree

Last column: natural (NBO) charge in e.
Positions of all 14 atoms, in Å:
H (1.205966, -0.485504, 1.548854)  0.27
C (-0.545789, 0.831887, -0.223612)  -0.41
H (0.781906, 2.222299, 0.699436)  0.45
C (-0.434059, -0.609048, -0.483663)  0.21
H (-2.404658, -1.567623, -1.283967)  0.23
H (2.350415, 0.924177, 1.836379)  0.28
N (0.719902, 1.274542, 0.347641)  -0.51
C (-1.239187, -1.667666, -0.937002)  -0.77
H (-0.730814, 1.461439, -1.171107)  0.31
H (-1.434173, 1.072261, 0.478047)  0.27
H (-1.192561, -2.107387, 0.050783)  0.32
H (-0.692595, -2.368473, -1.632273)  0.31
C (1.649791, 0.404847, 1.139451)  -0.41
C (1.965855, 0.614247, -0.368966)  0.42

Cartesian forces, eV/Å:
H 0.30 -0.32 -0.18
C -2.79 0.13 0.19
H -0.07 0.47 -0.60
C 2.48 1.34 -1.45
H 2.71 0.09 0.87
H -0.83 0.08 -0.67
N 1.43 0.32 1.30
C -2.79 0.38 -2.25
H 0.17 -1.20 1.07
H 1.29 -0.09 -0.77
H -0.29 -1.16 0.95
H -0.41 0.57 1.00
C 0.32 0.44 -1.45
C -1.52 -1.05 2.00


| no. | E (Eh) |
| --- | --- |
| 1 | -697.99999 |
| 2 | -945.90111 |
| 3 | -590.34232 |
| 4 | -249.48706 |
| 5 | -249.69128 |
| 6 | -249.68420 |
| 7 | -249.61708 |
| 8 | -249.48147 |